[1]
Below is a 6-piece molecular cluster, C12H36O12 overall, with properties calculated with wB97M-V/def2-TZVPD.

- gap between HOMO and LUMO (eV) = 9.67
- energy (Ha) = -1381.49811
- net charge = 0
- E_LUMO (eV) = 0.0640

```
60
C12H36O12 | the OMol25 dataset | wB97M-V/def2-TZVPD
O 13.620 -14.575 6.455
C 14.077 -13.807 7.517
C 14.923 -14.512 8.507
O 14.278 -15.364 9.368
H 13.254 -13.931 5.845
H 14.430 -12.911 7.006
H 13.233 -13.561 8.161
H 15.547 -13.852 9.110
H 15.537 -15.179 7.902
H 13.945 -16.004 8.735
O 11.313 -9.270 9.518
C 12.557 -9.717 9.090
C 13.314 -9.811 10.313
O 13.439 -8.480 10.713
H 10.808 -10.058 9.731
H 12.519 -10.588 8.436
H 12.915 -8.868 8.508
H 14.304 -10.187 10.057
H 12.879 -10.556 10.980
H 12.728 -7.997 10.286
O 6.820 -10.338 0.892
C 7.794 -9.576 0.274
C 8.738 -8.885 1.270
O 8.058 -7.845 2.010
H 6.057 -9.797 1.107
H 8.494 -10.160 -0.323
H 7.353 -8.837 -0.395
H 9.650 -8.591 0.751
H 8.957 -9.654 2.011
H 7.340 -8.245 2.505
O 10.263 -12.014 3.155
C 10.193 -11.810 4.564
C 11.604 -11.605 5.025
O 12.452 -12.724 4.732
H 9.403 -12.286 2.827
H 9.810 -10.830 4.847
H 9.720 -12.600 5.148
H 11.510 -11.272 6.059
H 11.971 -10.724 4.498
H 12.326 -12.866 3.791
O 6.932 -15.319 -0.389
C 7.347 -15.250 0.886
C 7.114 -13.879 1.508
O 7.949 -12.819 0.990
H 7.380 -14.590 -0.824
H 6.657 -15.935 1.379
H 8.341 -15.697 0.912
H 7.277 -13.970 2.582
H 6.079 -13.616 1.287
H 7.458 -11.995 0.953
O 14.527 -9.480 4.824
C 15.781 -10.279 4.760
C 15.905 -11.051 3.381
O 15.143 -12.176 3.267
H 14.712 -8.668 4.346
H 16.647 -9.618 4.720
H 15.887 -10.942 5.619
H 16.948 -11.220 3.112
H 15.509 -10.478 2.542
H 14.241 -11.949 3.506
```

---

[2]
Below is C56H72BN10O2PReS as an isolated structure, with properties calculated with wB97M-V/def2-TZVPD.

- gap between HOMO and LUMO (spin up / spin down) (eV) = 4.55 / 5.03
- energy (Ha) = -3717.40361
- net charge = +2
- E_LUMO (spin up / spin down) (eV) = -7.7975 / -7.3131
- 2S+1 = 2
- <S²> = 0.782

```
144
C56H72BN10O2PReS | the OMol25 dataset | wB97M-V/def2-TZVPD
Re -0.176 -0.526 0.316
C 0.548 -2.390 3.898
C 1.744 -2.430 2.943
C 1.442 -3.236 1.694
C 2.101 -1.027 2.613
C 3.013 -0.258 3.319
C 2.970 1.017 2.773
C 3.672 2.187 3.391
C 2.637 3.183 3.916
C 4.702 2.888 2.511
N 2.083 0.987 1.759
N 1.529 -0.254 1.676
B 1.682 2.047 0.712
N 1.932 1.381 -0.670
N 1.506 0.095 -0.916
C 2.130 -0.348 -2.029
C 2.930 0.683 -2.499
C 2.820 1.745 -1.619
C 3.832 2.843 -1.784
C 3.524 4.275 -1.382
C 5.102 2.336 -1.079
C 2.393 -1.693 -2.661
C 3.499 -2.369 -1.839
C 1.272 -2.685 -2.915
N 0.186 2.364 1.064
N -0.540 1.266 1.436
C -1.493 1.648 2.306
C -1.420 3.026 2.433
C -0.352 3.460 1.658
C -0.095 4.935 1.518
C -0.074 5.617 2.894
C 1.119 5.389 0.724
C -2.424 0.812 3.130
C -1.950 0.818 4.591
C -3.857 1.362 3.037
H 0.276 -3.399 4.192
H -0.308 -1.941 3.394
H 0.785 -1.811 4.786
H 2.593 -2.881 3.468
H 0.574 -2.794 1.193
H 1.180 -4.247 1.985
H 2.297 -3.256 1.022
H 3.618 -0.587 4.138
H 4.213 1.776 4.249
H 2.048 3.578 3.096
H 3.145 4.004 4.413
H 1.968 2.710 4.631
H 4.231 3.412 1.688
H 5.425 2.178 2.119
H 5.238 3.620 3.109
H 2.331 3.005 0.805
H 3.562 0.651 -3.362
H 4.036 2.862 -2.861
H 3.509 4.403 -0.308
H 2.584 4.606 -1.809
H 4.307 4.918 -1.776
H 4.879 2.068 -0.053
H 5.865 3.108 -1.084
H 5.497 1.458 -1.581
H 2.817 -1.448 -3.641
H 3.135 -2.610 -0.844
H 4.367 -1.722 -1.745
H 3.809 -3.285 -2.335
H 0.970 -3.160 -1.990
H 1.640 -3.460 -3.584
H 0.418 -2.215 -3.395
H -2.072 3.630 3.026
H -0.988 5.308 0.997
H 0.689 5.189 3.536
H -1.032 5.538 3.397
H 0.148 6.672 2.762
H 2.033 5.214 1.281
H 1.047 6.461 0.552
H 1.178 4.892 -0.237
H -2.403 -0.224 2.791
H -1.906 1.827 4.992
H -0.967 0.365 4.675
H -2.647 0.240 5.191
H -4.004 2.171 3.747
H -4.572 0.579 3.272
H -4.079 1.741 2.042
N -2.038 -0.028 -2.584
P -1.101 1.226 -1.916
C -0.051 1.636 -3.366
C 0.590 2.870 -3.432
C 1.402 3.178 -4.507
C 1.604 2.252 -5.517
C 0.982 1.017 -5.449
C 0.161 0.707 -4.380
C -2.298 2.607 -1.990
C -1.859 3.794 -1.408
C -2.620 4.945 -1.490
C -3.845 4.915 -2.137
C -4.308 3.727 -2.678
C -3.546 2.572 -2.605
C -1.940 -1.369 -2.359
C -2.722 -2.225 -3.152
C -2.670 -3.581 -2.948
C -1.857 -4.066 -1.927
C -1.124 -3.169 -1.187
N -1.135 -1.841 -1.395
H -2.583 0.219 -3.405
H 0.433 3.600 -2.653
H 1.878 4.146 -4.552
H 2.234 2.492 -6.358
H 1.131 0.289 -6.231
H -0.320 -0.261 -4.353
H -0.911 3.799 -0.891
H -2.253 5.865 -1.061
H -4.439 5.812 -2.219
H -5.265 3.703 -3.175
H -3.942 1.665 -3.038
H -3.362 -1.797 -3.908
H -3.249 -4.252 -3.560
H -1.796 -5.117 -1.708
H -0.506 -3.531 -0.380
C -1.116 -8.760 -2.090
C -1.345 -7.752 -1.008
C -0.273 -7.173 -0.331
C -0.478 -6.222 0.654
C -1.764 -5.826 0.962
C -2.849 -6.409 0.337
C -2.636 -7.373 -0.637
S -2.039 -4.647 2.290
O -3.395 -4.773 2.735
O -0.982 -4.829 3.233
N -1.756 -3.157 1.579
C -2.683 -2.309 1.195
C -4.078 -2.600 1.161
C -4.975 -1.706 0.655
C -4.505 -0.477 0.179
C -3.164 -0.212 0.291
N -2.253 -1.071 0.770
H -0.064 -8.799 -2.364
H -1.709 -8.526 -2.975
H -1.420 -9.750 -1.749
H 0.735 -7.479 -0.568
H 0.354 -5.825 1.208
H -3.846 -6.139 0.646
H -3.484 -7.842 -1.111
H -4.384 -3.548 1.566
H -6.030 -1.927 0.643
H -5.169 0.266 -0.228
H -2.796 0.772 0.016
```

---

[3]
Below is an isolated molecule of C4H6N2O, with properties calculated with wB97M-V/def2-TZVPD.

- gap between HOMO and LUMO (eV) = 8.19
- energy (Ha) = -340.75467
- net charge = 0
- E_LUMO (eV) = 0.8488

```
13
C4H6N2O | the OMol25 dataset | wB97M-V/def2-TZVPD
N -2.129 0.605 -0.485
C -0.865 0.104 -0.155
C -0.482 -1.200 -0.132
N 0.898 -1.260 0.141
C 1.335 0.036 0.264
O 2.653 0.234 0.507
C 0.299 0.913 0.121
H -2.862 -0.086 -0.398
H -2.376 1.450 0.008
H -1.058 -2.111 -0.206
H 1.449 -1.861 -0.457
H 2.795 1.185 0.589
H 0.344 1.992 0.203
```

---

[4]
Below is a 2-piece molecular cluster, C7H14N2 overall, with properties calculated with wB97M-V/def2-TZVPD.

- gap between HOMO and LUMO (spin up / spin down) (eV) = 9.86 / 6.12
- energy (Ha) = -384.26659
- net charge = +1
- E_LUMO (spin up / spin down) (eV) = -4.1263 / -7.8672
- 2S+1 = 2
- <S²> = 0.760

```
23
C7H14N2 | the OMol25 dataset | wB97M-V/def2-TZVPD
C -1.056 1.339 -1.283
C -0.269 1.819 -2.526
C -0.047 1.311 -0.100
H -2.000 2.091 -1.210
H -1.512 0.332 -1.282
H -0.592 2.864 -2.741
H -0.492 1.163 0.865
H 0.662 0.568 -0.486
H -0.611 1.329 -3.485
H 0.775 1.741 -2.399
H 0.484 2.337 -0.025
C -0.631 -2.332 -0.156
C -0.101 -1.232 2.274
C 0.227 -1.880 1.078
C 2.036 -0.822 1.665
N 0.983 -0.493 2.690
N 1.551 -1.642 0.775
H -1.158 -1.095 2.558
H 0.938 0.080 3.571
H -1.545 -2.766 0.097
H -0.067 -2.931 -0.794
H 3.059 -0.400 1.636
H -0.635 -1.379 -0.725
```

---

[5]
Below is an isolated ion of composition C3H8BO2 and charge -1, with properties calculated with wB97M-V/def2-TZVPD.

- gap between HOMO and LUMO (eV) = 8.61
- energy (Ha) = -294.44199
- net charge = -1
- E_LUMO (eV) = 3.7963

```
14
C3H8BO2 | the OMol25 dataset | wB97M-V/def2-TZVPD
B 2.417 -0.046 0.183
C 0.814 -0.404 0.182
O -0.080 0.806 0.266
C -1.142 0.741 -0.538
C -2.342 0.008 0.058
O -1.209 1.255 -1.632
H 2.788 0.170 1.339
H 2.608 0.932 -0.527
H 3.013 -1.032 -0.259
H 0.513 -0.952 -0.721
H 0.528 -0.997 1.064
H -2.053 -0.531 0.964
H -3.113 0.746 0.299
H -2.744 -0.695 -0.677
```

---

[6]
Below is C28H24N9Ru as an isolated structure, with properties calculated with wB97M-V/def2-TZVPD.

- gap between HOMO and LUMO (spin up / spin down) (eV) = 2.52 / 2.47
- energy (Ha) = -1667.96701
- net charge = +3
- E_LUMO (spin up / spin down) (eV) = -12.6269 / -12.6789

```
62
C28H24N9Ru | the OMol25 dataset | wB97M-V/def2-TZVPD
Ru 0.728 -1.814 -0.291
C 4.088 -1.967 -3.754
C 4.803 -1.281 -2.773
C 4.373 -1.270 -1.460
C 3.203 -1.971 -1.119
C 2.441 -2.625 -2.138
C 2.903 -2.637 -3.438
N 2.620 -2.035 0.107
C 3.017 -2.080 1.376
C 4.326 -2.226 1.879
C 4.522 -2.239 3.241
C 3.449 -2.095 4.136
C 2.143 -2.026 3.685
C 1.905 -2.051 2.305
N 0.692 -2.103 1.675
N -0.425 -2.207 2.258
C -1.508 -2.274 1.445
C -2.794 -2.544 1.936
C -3.842 -2.656 1.040
C -3.599 -2.491 -0.322
C -2.310 -2.205 -0.741
N -1.287 -2.097 0.105
H 4.456 -1.998 -4.769
H 5.708 -0.758 -3.048
H 4.912 -0.714 -0.709
H 1.577 -3.271 -1.842
H 2.372 -3.185 -4.203
H 5.156 -2.339 1.199
H 5.520 -2.362 3.632
H 3.648 -2.045 5.195
H 1.308 -1.969 4.369
H -2.933 -2.707 2.994
H -4.835 -2.897 1.389
H -4.385 -2.609 -1.050
H -2.086 -2.063 -1.792
C -0.712 0.442 -2.802
C -0.129 1.022 -1.569
N 0.662 0.354 -0.738
C 1.061 1.232 0.238
C 0.505 2.444 -0.017
N -0.247 2.300 -1.154
C -1.035 3.357 -1.755
N -1.728 4.116 -0.756
N -1.311 5.337 -0.421
N -2.049 5.829 0.447
C -3.067 4.996 0.771
C -4.170 5.099 1.615
C -4.988 3.989 1.736
C -4.734 2.815 1.016
C -3.653 2.700 0.158
C -2.841 3.816 0.002
H -0.369 -0.595 -2.899
H -0.378 0.991 -3.684
H -1.802 0.463 -2.787
H 1.725 0.941 1.033
H 0.605 3.374 0.502
H -1.745 2.919 -2.464
H -0.381 4.060 -2.285
H -4.401 6.033 2.107
H -5.853 4.031 2.381
H -5.396 1.974 1.153
H -3.436 1.768 -0.342
```